C5H27NO7S | ωB97M-V/def2-TZVPD

## Properties
- E_tot: -32271.6423 eV
- HOMO energy (spin up / spin down): -13.2 / -13.2 eV
- E_LUMO (spin up / spin down): -3.3 / -8.3 eV
- Relative energy (zero: lowest compared OMol25 entry of this formula, charge and spin): 0.0000 eV

ORCA input file:
```
! wB97M-V def2-TZVPD RIJCOSX def2/J DEFGRID3
* xyz 1 2
C 0.19 -1.97 1.28
C 0.93 -1.21 0.14
C 2.36 -1.02 0.73
C 3.26 -0.12 -0.09
S 4.29 -1.08 -1.25
C 3.24 -1.06 -2.70
N 0.13 0.01 -0.15
H -0.89 -1.77 1.22
H 0.07 -3.03 1.01
H 0.67 -1.92 2.25
H 0.88 -1.75 -0.80
H 2.71 -2.00 1.06
H 2.26 -0.64 1.75
H 2.83 0.69 -0.69
H 3.91 0.42 0.61
H 2.42 -0.36 -2.60
H 3.68 -0.68 -3.62
H 2.81 -2.07 -2.77
H -0.48 0.22 0.62
H 0.77 0.76 -0.32
H -3.18 -0.86 -2.03
H -1.95 -0.36 -1.12
O -2.72 -0.11 -1.63
H -3.10 0.92 0.95
H -3.02 1.74 -0.27
O -2.95 1.83 0.68
H -4.01 -2.55 2.09
H -3.41 -1.41 2.93
O -3.45 -1.77 2.06
H -0.02 3.70 2.17
H -0.11 2.69 3.34
O 0.50 3.09 2.71
H 0.70 2.82 -0.70
H -0.15 3.27 -1.83
O -0.05 2.54 -1.23
H -2.06 0.56 -3.47
H -0.60 0.77 -3.73
O -1.39 0.47 -4.17
H -2.07 1.03 2.35
H -1.16 -0.09 2.32
O -1.83 0.27 2.91
*
```

C8H11NO2 | ωB97M-V/def2-TZVPD

## Properties
- E_tot: -14053.3950 eV
- HOMO energy (spin up / spin down): -7.8 / -7.8 eV
- E_LUMO (spin up / spin down): 0.3 / 0.3 eV
- Relative energy (zero: lowest compared OMol25 entry of this formula, charge and spin): 6.6890 eV

ORCA input file:
```
! wB97M-V def2-TZVPD RIJCOSX def2/J DEFGRID3
* xyz 0 1
C 2.73 -0.13 -0.26
C 2.78 -1.46 -0.30
C 1.61 0.68 0.04
C 0.37 0.16 0.18
C 0.50 -2.22 -0.24
C 1.94 2.16 0.07
C -2.72 -0.56 -0.41
C -1.96 0.11 0.75
N -0.46 -2.91 -0.41
O 1.76 -2.39 -0.25
O -0.86 0.86 0.28
H 3.62 0.45 -0.44
H 3.74 -1.89 -0.28
H 1.04 2.66 0.18
H 2.32 2.45 -0.89
H 2.58 2.36 0.89
H -2.78 -1.64 -0.29
H -3.68 -0.10 -0.53
H -2.32 -0.34 -1.40
H -1.88 -0.56 1.60
H -2.63 0.85 1.05
H -0.35 -3.96 -0.44
*
```

H2N3O2 | ωB97M-V/def2-TZVPD

## Properties
- E_tot: -8596.1117 eV
- HOMO energy: -3.1 eV
- E_LUMO: 5.4 eV
- Relative energy (zero: lowest compared OMol25 entry of this formula, charge and spin): 0.2090 eV

ORCA input file:
```
! wB97M-V def2-TZVPD RIJCOSX def2/J DEFGRID3
* xyz -1 1
N 0.48 -1.63 -0.77
N 0.39 -0.82 -1.48
N -1.22 -0.48 1.21
O -1.74 -0.80 2.37
O -0.42 0.49 1.21
H 1.27 1.64 -0.84
H 1.24 1.60 -1.71
*
```

C4H9N3S | ωB97M-V/def2-TZVPD

## Properties
- E_tot: -19599.0894 eV
- HOMO energy: -8.9 eV
- E_LUMO: 0.8 eV
- Relative energy (zero: lowest compared OMol25 entry of this formula, charge and spin): 0.5468 eV

ORCA input file:
```
! wB97M-V def2-TZVPD RIJCOSX def2/J DEFGRID3
* xyz 0 1
C 0.52 1.17 -0.66
C 0.71 -0.19 -1.35
C -0.56 -0.62 0.40
C -0.68 0.89 0.24
H 1.93 0.88 0.81
H 2.46 1.79 -0.43
H 0.30 1.99 -1.36
H 1.77 -0.40 -1.56
H 0.16 -0.25 -2.30
H -1.61 1.13 -0.24
H -0.61 1.45 1.21
H -2.02 -0.77 1.88
H -1.78 -3.32 0.54
N 1.65 1.62 0.16
N 0.18 -1.21 -0.44
N -1.23 -1.24 1.43
S -1.20 -2.92 1.66
*
```

C5H7N | ωB97M-V/def2-TZVPD

## Properties
- E_tot: -6784.3455 eV
- HOMO energy: -8.8 eV
- E_LUMO: 0.9 eV
- Relative energy (zero: lowest compared OMol25 entry of this formula, charge and spin): 4.1671 eV

ORCA input file:
```
! wB97M-V def2-TZVPD RIJCOSX def2/J DEFGRID3
* xyz 0 1
C -1.60 -0.16 1.12
C -0.53 -0.22 0.14
C 3.19 -0.48 0.23
C -0.34 -0.98 1.14
C -0.47 0.22 -1.23
N 2.95 -0.39 1.33
H -1.63 0.59 1.91
H 3.16 -0.32 -0.79
H -2.53 -0.69 0.90
H 0.35 -1.46 1.82
H -1.56 0.08 -1.49
H 0.20 -0.41 -1.89
H -0.11 1.21 -1.55
*
```